Here is a molecular structure, C40H50BrNO5PtS3Se at a distorted geometry from the OMol25 dataset. Energies are from wB97M-V/def2-TZVPD.

Geometry as XYZ:
```
102
C40H50BrNO5PtS3Se (wB97M-V/def2-TZVPD)
Pt -0.0698 -0.1442 -0.3861
C -0.1218 1.3415 6.8025
C 0.0408 2.6163 5.9748
C -1.0573 3.6068 6.3845
C 1.4167 3.2194 6.2904
C -0.0605 2.3358 4.4787
C -0.3516 1.0899 3.9565
C -0.3856 0.9193 2.5821
Se -0.8286 -0.8091 1.9023
C -2.6706 -0.3601 1.6588
C -3.5511 -0.3899 2.7352
C -4.8210 0.1217 2.5841
C -5.1244 0.7375 1.3772
C -4.2493 0.8111 0.2916
C -3.0490 0.0836 0.3995
O -2.3331 -0.2853 -0.6843
C -4.6394 1.6012 -0.9650
C -3.4512 1.9337 -1.8752
C -5.2590 2.9401 -0.5354
C -5.6731 0.7917 -1.7591
C -5.8677 0.0813 3.7013
C -5.3465 -0.6175 4.9558
C -7.1001 -0.6817 3.1954
C -6.2703 1.5141 4.0779
C -0.1131 1.9274 1.6629
O -0.0359 1.6945 0.3479
C 0.0897 3.2292 2.1752
C 0.1290 3.3668 3.5557
C 0.2884 4.5005 1.3319
C -0.7436 5.5494 1.7806
C 1.7053 5.0400 1.5795
C 0.1158 4.3258 -0.1814
H 0.0084 1.5734 7.8608
H 0.6218 0.5894 6.5305
H -1.1156 0.9054 6.6795
H -0.9985 3.8202 7.4543
H -2.0459 3.1965 6.1695
H -0.9628 4.5519 5.8476
H 1.5160 3.3938 7.3639
H 1.5651 4.1733 5.7825
H 2.2151 2.5440 5.9761
H -0.5333 0.2361 4.5961
H -3.2170 -0.7708 3.6923
H -6.0951 1.2083 1.2817
H -2.6465 2.4205 -1.3187
H -3.7948 2.6273 -2.6475
H -3.0274 1.0591 -2.3561
H -4.5530 3.5179 0.0640
H -6.1786 2.8202 0.0375
H -5.5041 3.5231 -1.4256
H -5.2584 -0.1728 -2.0582
H -5.9580 1.3355 -2.6638
H -6.5748 0.6110 -1.1703
H -5.0399 -1.6449 4.7496
H -6.1389 -0.6519 5.7058
H -4.5005 -0.0835 5.3938
H -6.8350 -1.7006 2.9078
H -7.5503 -0.1918 2.3314
H -7.8556 -0.7341 3.9836
H -5.4027 2.0837 4.4158
H -7.0038 1.4936 4.8881
H -6.7176 2.0452 3.2373
H 0.3306 4.3561 3.9475
H -0.5995 5.8603 2.8159
H -1.7578 5.1567 1.6846
H -0.6612 6.4391 1.1532
H 1.8754 5.2677 2.6330
H 1.8616 5.9564 1.0058
H 2.4529 4.3087 1.2662
H -0.8579 3.9083 -0.4373
H 0.8771 3.6784 -0.6102
H 0.1985 5.3106 -0.6471
C -1.8510 -1.5868 -4.4450
O -1.3615 -0.6009 -3.5363
C -0.1044 -0.1913 -3.6584
S 0.9151 -0.6577 -4.8474
S 0.3169 0.9850 -2.4171
H -2.8404 -1.8462 -4.0778
H -1.1929 -2.4569 -4.4544
H -1.9056 -1.1788 -5.4534
S -0.6062 -4.4242 -1.5707
C 0.9135 -3.8512 -2.1106
C 1.0260 -2.5302 -1.8591
N -0.0871 -1.9884 -1.2595
C -1.0231 -2.8764 -1.0467
H 1.6311 -4.4973 -2.5854
H 1.8616 -1.8871 -2.0867
H -1.9660 -2.6223 -0.5853
Br 3.0420 0.6533 2.9984
C 4.1192 -0.7206 2.2625
C 5.4408 -0.8043 2.6718
C 6.2462 -1.8230 2.1879
C 5.7258 -2.7656 1.3135
C 4.4007 -2.6819 0.9245
C 3.5842 -1.6516 1.3790
C 2.1560 -1.6345 0.8973
O 1.4390 -2.5945 1.0801
O 1.8523 -0.5251 0.2750
H 5.8305 -0.0744 3.3673
H 7.2787 -1.8831 2.5054
H 6.3488 -3.5682 0.9424
H 3.9733 -3.4205 0.2580
```

Computed properties:
Gap between HOMO and LUMO in Eh: 0.233
Lowest unoccupied orbital energy in eV: -1.51
Highest occupied orbital energy in eV: -7.855
Molar mass in Da: 1075.0
Energy relative to the best compared isomer or geometry (same formula, charge and spin) in eV: 1.0564
Multiplicity: 1



Here is 10 unconnected molecules or ions with the total composition C40H50N10 at a distorted geometry from the OMol25 dataset. Energies are from wB97M-V/def2-TZVPD.

Geometry as XYZ:
```
100
C40H50N10 (wB97M-V/def2-TZVPD)
C -4.9063 -1.9315 -2.9029
C -6.1850 -2.4567 -2.9576
C -6.0835 -3.7876 -3.2180
N -4.7603 -4.0795 -3.3199
C -4.0129 -2.9259 -3.1367
H -4.6745 -0.8944 -2.7107
H -7.1614 -2.1327 -2.6287
H -6.7860 -4.5890 -3.3931
H -4.2800 -4.9452 -3.5197
H -2.9367 -2.8957 -3.2223
C -0.6623 5.6989 -0.3027
C -0.3590 4.5948 0.5401
C -0.2101 3.4950 -0.2412
N -0.1805 3.8834 -1.5457
C -0.3445 5.2711 -1.5099
H -0.8716 6.7089 0.0177
H -0.3581 4.6895 1.6159
H -0.0155 2.4670 0.0265
H 0.0779 3.3354 -2.3537
H -0.3384 5.7018 -2.5002
C 1.7532 1.4910 -4.1125
C 2.6323 2.5107 -4.4431
C 3.8391 1.9817 -4.0097
N 3.8083 0.7118 -3.4902
C 2.4545 0.4226 -3.5467
H 0.7014 1.5276 -4.3548
H 2.4299 3.4980 -4.8313
H 4.8061 2.4603 -4.0567
H 4.5621 0.1014 -3.2086
H 2.0843 -0.4777 -3.0789
C -1.9549 -0.2985 -0.4097
C -0.7244 -0.2001 -0.9191
C 0.0274 -1.1204 -0.1878
N -0.7255 -1.7926 0.6997
C -1.9895 -1.3052 0.5603
H -2.7952 0.2978 -0.7333
H -0.2963 0.4601 -1.6589
H 1.0475 -1.4347 -0.3525
H -0.3569 -2.4585 1.3636
H -2.8249 -1.7342 1.0936
C 6.1063 -0.5606 -1.7051
C 4.9872 -1.2259 -1.3310
C 4.1789 -0.4037 -0.5349
N 4.7933 0.8309 -0.4753
C 5.9125 0.7576 -1.2529
H 6.8929 -1.0509 -2.2593
H 4.7459 -2.2725 -1.4440
H 3.2664 -0.5487 0.0242
H 4.5085 1.6599 0.0264
H 6.5508 1.6056 -1.4525
C -4.0783 4.7126 2.9536
C -3.9011 3.9035 1.8963
C -3.0425 2.8177 2.1835
N -2.5283 3.1409 3.3871
C -3.1323 4.2871 3.8132
H -4.7123 5.5807 3.0584
H -4.4644 4.0643 0.9889
H -2.7034 1.9564 1.6271
H -1.7999 2.6458 3.8816
H -2.9231 4.7143 4.7829
C 2.8291 -4.1423 -0.4363
C 2.9633 -5.5293 -0.4614
C 2.9873 -5.9108 0.8986
N 3.0139 -4.7251 1.6669
C 2.8118 -3.6128 0.8814
H 2.8109 -3.4953 -1.3008
H 2.8776 -6.1269 -1.3569
H 3.0243 -6.8210 1.4788
H 2.9299 -4.6345 2.6693
H 2.6895 -2.6054 1.2508
C -3.5943 2.1226 -2.8974
C -3.4707 2.9904 -1.8667
C -4.4026 3.9824 -2.0009
N -5.1590 3.6887 -3.1245
C -4.6163 2.5795 -3.7117
H -2.9579 1.2644 -3.0548
H -2.7880 2.9650 -1.0302
H -4.6761 4.7925 -1.3410
H -5.9844 4.2052 -3.3929
H -5.0770 2.2099 -4.6160
C 0.9079 0.5291 2.7869
C 1.8864 1.0924 2.0120
C 3.1288 0.7881 2.5881
N 2.8313 0.2260 3.8287
C 1.4643 -0.0107 3.9285
H -0.1515 0.4646 2.5873
H 1.8191 1.6321 1.0790
H 4.1261 1.1094 2.3261
H 3.5762 0.1546 4.5070
H 1.0967 -0.4780 4.8301
C 1.8774 -3.6423 4.8753
C 0.6348 -3.7008 4.3256
C 0.0118 -4.8488 4.7262
N 0.8973 -5.5713 5.4687
C 2.1108 -4.8551 5.5035
H 2.5818 -2.8251 4.8256
H 0.2203 -2.8459 3.8122
H -0.9894 -5.2057 4.5346
H 0.7336 -6.4897 5.8559
H 2.9378 -5.1841 6.1152
```

Computed properties:
Gap between HOMO and LUMO in Eh: 0.290
SMILES: c1cc[nH]c1.c1cc[nH]c1.c1cc[nH]c1.c1cc[nH]c1.c1cc[nH]c1.c1cc[nH]c1.c1cc[nH]c1.c1cc[nH]c1.c1cc[nH]c1.c1cc[nH]c1
Lowest unoccupied orbital energy in eV: 0.45
Highest occupied orbital energy in eV: -7.447
Molar mass in Da: 670.9
Energy relative to the best compared isomer or geometry (same formula, charge and spin) in eV: 3.6035
Multiplicity: 1



Here is a molecular structure, C40H51AsN2P2PtSSi3Te from the OMol25 dataset. Energies are from wB97M-V/def2-TZVPD.

Geometry as XYZ:
```
102
C40H51AsN2P2PtSSi3Te (wB97M-V/def2-TZVPD)
Pt -0.7807 0.0295 0.8117
Te -3.3052 -0.1715 -3.4937
C -5.3195 0.3396 -3.1228
C -6.2727 -0.6646 -3.2189
C -7.5974 -0.3281 -2.9606
N -7.9862 0.8986 -2.6291
C -7.0646 1.8540 -2.5764
C -5.7141 1.6345 -2.8260
C -2.5785 -0.3039 -1.6009
P -0.9464 -0.9931 -1.3434
C 0.0365 -0.6515 -2.8143
C 0.3880 0.6741 -3.0764
C 1.0284 1.0002 -4.2583
C 1.3270 0.0026 -5.1803
C 0.9841 -1.3165 -4.9210
C 0.3354 -1.6508 -3.7399
C -1.0449 -2.7766 -1.1343
C 0.1379 -3.4971 -0.9468
C 0.0827 -4.8633 -0.7371
C -1.1474 -5.5118 -0.7007
C -2.3221 -4.7944 -0.8631
C -2.2770 -3.4226 -1.0725
P -2.9562 0.4685 -0.0355
C -3.4593 2.1751 -0.2932
C -4.5017 2.7338 0.4423
C -4.8508 4.0614 0.2375
C -4.1610 4.8294 -0.6905
C -3.1166 4.2733 -1.4225
C -2.7656 2.9486 -1.2257
C -4.2421 -0.3596 0.9115
C -5.4713 -0.6845 0.3354
C -6.4482 -1.2960 1.1025
C -6.2043 -1.5847 2.4403
C -4.9839 -1.2621 3.0156
C -3.9995 -0.6512 2.2528
H -6.0114 -1.6838 -3.4717
H -8.3736 -1.0821 -3.0208
H -7.4160 2.8488 -2.3267
H -5.0149 2.4577 -2.7843
H 0.1579 1.4457 -2.3495
H 1.2991 2.0278 -4.4635
H 1.8313 0.2562 -6.1032
H 1.2180 -2.0891 -5.6409
H 0.0624 -2.6793 -3.5440
H 1.0978 -2.9921 -0.9816
H 0.9968 -5.4260 -0.6030
H -1.1866 -6.5805 -0.5372
H -3.2775 -5.3005 -0.8252
H -3.1947 -2.8596 -1.1933
H -5.0462 2.1333 1.1606
H -5.6666 4.4952 0.8006
H -4.4394 5.8630 -0.8485
H -2.5867 4.8722 -2.1521
H -1.9774 2.5022 -1.8210
H -5.6687 -0.4525 -0.7028
H -7.4037 -1.5433 0.6591
H -6.9696 -2.0647 3.0356
H -4.7945 -1.4923 4.0555
H -3.0413 -0.4090 2.6973
S -1.8437 -3.9158 2.8344
C -1.2164 -2.5347 2.4105
N -0.7191 -1.4856 2.1271
C 3.0306 1.3587 -0.7398
Si 2.2190 2.6847 0.2850
C 1.0032 3.7517 -0.6421
C 3.4688 3.7412 1.1719
As 0.9483 1.5161 1.9512
Si -0.2531 3.0259 3.3840
C -1.0153 1.9959 4.7285
C -1.5417 3.8625 2.3355
C 1.0353 4.2169 4.0072
Si 2.3419 -0.0952 3.1114
C 2.6592 -1.4457 1.8715
C 1.4286 -0.6517 4.6324
C 3.9029 0.8219 3.5482
H 3.3831 1.7731 -1.6875
H 2.3625 0.5263 -0.9653
H 3.9023 0.9671 -0.2104
H 1.4643 4.1487 -1.5505
H 0.7172 4.6046 -0.0227
H 0.0913 3.2234 -0.9190
H 4.2299 4.0521 0.4503
H 3.9792 3.2165 1.9792
H 3.0151 4.6436 1.5823
H -1.6180 1.1813 4.3210
H -1.6739 2.6297 5.3287
H -0.2662 1.5696 5.3959
H -2.3559 3.1824 2.0830
H -1.1381 4.2699 1.4074
H -1.9643 4.6925 2.9091
H 1.9360 3.7236 4.3753
H 0.6083 4.7855 4.8383
H 1.3226 4.9317 3.2347
H 1.7316 -1.8418 1.4560
H 3.1741 -2.2679 2.3766
H 3.2990 -1.1030 1.0574
H 0.3479 -0.6760 4.4992
H 1.6661 -0.0102 5.4827
H 1.7510 -1.6660 4.8822
H 4.4931 1.0829 2.6691
H 4.5173 0.1623 4.1687
H 3.7112 1.7257 4.1290
```

Computed properties:
Gap between HOMO and LUMO (spin up / spin down) in Eh: 0.287 / 0.196
Lowest unoccupied orbital energy (spin up / spin down) in eV: -4.72 / -8.01
Highest occupied orbital energy (spin up / spin down) in eV: -12.517 / -13.349
Expectation value of S²: 6.026
Molar mass in Da: 1135.7
Net charge: +2
Multiplicity: 5



Here is a molecular structure, C40H51FNO8OsSSiTe from the OMol25 dataset. Energies are from wB97M-V/def2-TZVPD.

Geometry as XYZ:
```
105
C40H51FNO8OsSSiTe (wB97M-V/def2-TZVPD)
Os 0.2939 -0.5660 1.5900
C -1.8811 0.9973 4.3362
Te -0.2817 -0.4029 4.1665
C 0.9315 1.1132 5.0436
C -0.0224 2.1538 5.5742
C 0.4378 3.1819 6.3922
C -0.4330 4.1431 6.8780
C -1.7814 4.0805 6.5524
C -2.2472 3.0602 5.7400
C -1.3773 2.0948 5.2407
H -2.7701 0.5092 4.7293
H -2.1010 1.3620 3.3353
H 1.5818 1.5127 4.2668
H 1.5438 0.6828 5.8335
H 1.4898 3.2248 6.6493
H -0.0631 4.9353 7.5157
H -2.4689 4.8235 6.9349
H -3.2993 3.0087 5.4861
O -1.7165 -1.0910 1.2791
C -1.5685 -2.3560 1.3999
O -0.4352 -2.8053 1.7073
C -2.7344 -3.2438 1.1915
C -3.9751 -2.6967 0.8992
C -5.0898 -3.5082 0.6790
C -4.8890 -4.8637 0.7604
O -5.8069 -5.8601 0.5997
C -5.0771 -7.0862 0.6818
O -3.7463 -6.7772 1.0873
C -3.6490 -5.4105 1.0516
C -2.5481 -4.6323 1.2756
H -4.0641 -1.6210 0.8330
H -6.0623 -3.0956 0.4515
H -5.0583 -7.5603 -0.3028
H -5.5424 -7.7310 1.4266
H -1.5764 -5.0454 1.5043
O 2.2788 -0.5112 2.1101
N 3.1712 -1.2833 1.4914
C 4.4084 -0.7731 1.3688
C 5.3943 -1.4960 0.7429
C 5.1006 -2.7533 0.2314
C 3.8183 -3.2492 0.3764
C 2.8542 -2.4957 1.0154
H 4.5200 0.2203 1.7772
H 6.3791 -1.0620 0.6516
H 5.8618 -3.3323 -0.2721
H 3.5366 -4.2190 -0.0064
H 1.8347 -2.8224 1.1712
C 1.8831 3.2789 -2.8732
C 0.4206 2.9358 -2.6179
C -0.3416 2.8080 -3.9314
C -0.2259 3.9858 -1.7242
O 0.3618 1.7115 -1.8703
Si 0.4620 0.1448 -2.3264
S 0.9591 -1.0598 -0.6831
O -0.8887 -0.3245 -3.1408
C -2.2099 -0.6612 -2.7037
C -2.6141 0.1846 -1.5022
C -2.2365 -2.1454 -2.3598
C -3.1246 -0.3719 -3.8874
O 1.6609 0.0508 -3.4447
C 1.9513 -0.9314 -4.4453
C 3.4402 -0.7927 -4.7341
C 1.1338 -0.6122 -5.6922
C 1.6414 -2.3372 -3.9432
H 1.9636 4.2288 -3.4059
H 2.3542 2.4964 -3.4677
H 2.4150 3.3688 -1.9247
H -0.3139 3.7585 -4.4681
H -1.3839 2.5461 -3.7456
H 0.0989 2.0375 -4.5652
H -0.2024 4.9668 -2.2025
H 0.3050 4.0466 -0.7725
H -1.2654 3.7189 -1.5238
H -1.9616 -0.0086 -0.6495
H -3.6369 -0.0559 -1.2028
H -2.5668 1.2460 -1.7512
H -1.5261 -2.3588 -1.5607
H -1.9585 -2.7325 -3.2375
H -3.2341 -2.4529 -2.0378
H -3.0802 0.6864 -4.1492
H -4.1578 -0.6302 -3.6470
H -2.8125 -0.9550 -4.7551
H 3.6639 0.2234 -5.0623
H 3.7498 -1.4888 -5.5160
H 4.0157 -0.9986 -3.8303
H 1.3711 0.3926 -6.0474
H 0.0689 -0.6608 -5.4662
H 1.3618 -1.3218 -6.4905
H 2.1997 -2.5458 -3.0295
H 1.9150 -3.0735 -4.7018
H 0.5778 -2.4449 -3.7255
F 4.5307 4.7301 1.9457
C 3.4309 3.9546 1.7824
C 2.3256 4.1836 2.5707
C 1.2080 3.3744 2.3875
C 1.1900 2.3490 1.4462
C -0.0205 1.4797 1.2565
C 2.3292 2.1667 0.6553
C 3.4509 2.9630 0.8187
H 2.3378 4.9823 3.3007
H 0.3238 3.5561 2.9887
H -0.3369 1.5843 0.2176
H -0.8304 1.8536 1.8863
H 2.3236 1.3819 -0.0920
H 4.3332 2.8344 0.2039
```

Computed properties:
Gap between HOMO and LUMO (spin up / spin down) in Eh: 0.258 / 0.247
Lowest unoccupied orbital energy (spin up / spin down) in eV: -0.27 / -0.39
Highest occupied orbital energy (spin up / spin down) in eV: -7.280 / -7.113
Expectation value of S²: 0.755
Molar mass in Da: 1070.8
Energy relative to the best compared isomer or geometry (same formula, charge and spin) in eV: 0.0000
Multiplicity: 2